Entry 1:
{
  "formula": "CHN2OS",
  "method": "ωB97M-V/def2-TZVPD",
  "symbols": ["S", "O", "N", "N", "C", "H"],
  "coordinates": [[0.654256, 1.174278, 0.175582], [-0.660779, -2.044127, -0.194250], [1.759164, 0.334934, -0.157897], [-0.852733, 0.043308, 0.916887], [-0.769335, -1.027807, 0.404721], [-0.130573, 1.519413, -1.145043]],
  "forces_ev_per_angstrom": [[-1.1, 2.2, -0.7], [0.1, -0.5, 0.1], [2.4, -1.3, -0.5], [-1.0, 0.3, 0.8], [-0.3, -0.4, -0.7], [0.0, -0.3, 1.0]],
  "nbo_charge": [0.95, -0.63, -1.06, -0.83, 0.75, -0.19],
  "relative_energy_kcal_mol": 32.06,
  "total_energy_ev": -16914.5503,
  "charge": -1,
  "e_homo_ha": -0.1147,
  "gap_ev": 7.1
}

---

Entry 2:
{
  "formula": "CHN2P",
  "method": "ωB97M-V/def2-TZVPD",
  "symbols": ["P", "N", "N", "C", "H"],
  "coordinates": [[-1.297294, 0.810879, -0.038089], [2.399505, -0.168733, 0.001299], [-0.024705, -0.384968, -0.164690], [1.240238, -0.100418, -0.098078], [-2.317742, -0.156761, 0.299556]],
  "forces_ev_per_angstrom": [[3.4, -3.3, 0.0], [-0.4, 0.6, -0.1], [-5.0, 3.0, 0.9], [1.8, -0.5, -0.3], [0.4, 0.2, -0.5]],
  "nbo_charge": [0.79, -0.32, -0.75, 0.35, -0.06],
  "relative_energy_kcal_mol": 6.22,
  "total_energy_ev": -13319.5803,
  "smiles": "[H]/P=N/C#N",
  "e_homo_ha": [-0.3698, -0.3699],
  "gap_ev": [7.6, 7.6]
}

---

Entry 3:
{
  "formula": "CHN3O",
  "method": "ωB97M-V/def2-TZVPD",
  "symbols": ["O", "N", "N", "N", "C", "H"],
  "coordinates": [[-0.549867, 0.826761, 0.396842], [0.411458, -0.872786, -0.433557], [0.568079, 1.273529, -0.416318], [1.117343, 0.186546, -0.790887], [-0.414430, -0.407002, 0.414995], [-1.132584, -1.007048, 0.828925]],
  "forces_ev_per_angstrom": [[0.7, 4.2, 0.7], [2.2, -2.1, 0.6], [0.7, -1.6, -0.1], [-0.6, 3.0, -1.2], [-1.5, -2.3, -1.5], [-1.6, -1.2, 1.4]],
  "nbo_charge": [-0.28, -0.32, 0.07, -0.03, 0.36, 0.20],
  "relative_energy_kcal_mol": 88.25,
  "total_energy_ev": -7567.9464,
  "smiles": "c1nnno1",
  "e_homo_ha": -0.4253,
  "gap_ev": 11.9
}

---

Entry 4:
{
  "formula": "CHN3O2P",
  "method": "ωB97M-V/def2-TZVPD",
  "symbols": ["P", "O", "O", "N", "N", "N", "C", "H"],
  "coordinates": [[-1.041457, 1.720168, -2.152472], [0.337277, 1.392606, -2.632711], [-1.653510, 3.029431, -2.527435], [-0.150355, -2.094324, 2.479770], [-0.623110, 0.846513, 0.771114], [-0.980330, 0.149582, 1.771779], [-0.583663, -1.097597, 2.088431], [-0.202877, 0.440070, -0.034089]],
  "forces_ev_per_angstrom": [[-0.2, 0.1, -0.2], [0.2, -0.2, 0.1], [-0.1, 0.0, 0.0], [-0.3, 0.1, 0.2], [-2.0, 0.1, 2.9], [0.6, 2.1, -1.0], [0.7, -0.7, -1.2], [1.2, -1.5, -0.9]],
  "nbo_charge": [1.38, -1.16, -1.14, -0.35, -0.19, -0.23, 0.36, 0.34],
  "relative_energy_kcal_mol": 68.09,
  "total_energy_ev": -18907.3605,
  "charge": -1,
  "e_homo_ha": -0.1541,
  "gap_ev": 6.0
}

---

Entry 5:
{
  "formula": "CHN3O3S",
  "method": "ωB97M-V/def2-TZVPD",
  "symbols": ["S", "O", "O", "O", "N", "N", "N", "C", "H"],
  "coordinates": [[0.966791, 0.721801, -0.957283], [-1.357423, -0.213956, 0.436194], [2.981303, 0.505521, 0.316973], [1.659896, -1.185261, 0.737573], [1.966754, -0.150679, 0.207594], [-0.788744, -0.537526, -0.799631], [-2.837771, 1.608433, 0.456204], [-2.120992, 0.758561, 0.320775], [-0.469814, -1.506898, -0.718396]],
  "forces_ev_per_angstrom": [[-3.1, -2.8, 0.4], [2.4, -3.1, 0.3], [0.3, -0.5, 0.5], [0.1, 0.4, -0.2], [0.1, 0.4, -0.3], [2.1, 2.2, -1.5], [-2.7, 3.4, 0.1], [0.2, -0.4, 0.1], [0.5, 0.3, 0.6]],
  "nbo_charge": [0.42, -0.34, -0.35, -0.34, 0.40, -0.33, -0.35, 0.51, 0.38],
  "relative_energy_kcal_mol": 189.50,
  "total_energy_ev": -22493.3175,
  "smiles": "N#CONS[N+](=O)[O-]",
  "e_homo_ha": -0.4002,
  "gap_ev": 9.0
}

---

Entry 6:
{
  "formula": "CHN3OS",
  "method": "ωB97M-V/def2-TZVPD",
  "symbols": ["S", "O", "N", "N", "N", "C", "H"],
  "coordinates": [[-1.488781, -1.640732, -1.079742], [-0.880622, 0.864459, -0.339264], [0.682994, -0.309586, 0.236548], [0.031950, 1.653134, 0.262236], [0.888946, 0.927006, 0.651060], [-0.464018, -0.331407, -0.454412], [1.229531, -1.162874, 0.723573]],
  "forces_ev_per_angstrom": [[2.4, 2.3, 1.0], [-3.2, 2.4, -2.5], [2.3, -4.0, 1.5], [-1.7, 2.7, 0.2], [4.6, -0.8, 2.2], [-2.6, -5.4, -0.5], [-1.8, 2.8, -1.9]],
  "nbo_charge": [-0.26, -0.29, -0.43, 0.12, 0.00, 0.39, 0.47],
  "relative_energy_kcal_mol": 76.75,
  "total_energy_ev": -18402.8360,
  "smiles": "S=c1[nH]nno1",
  "e_homo_ha": -0.3277,
  "gap_ev": 9.1
}

---

Entry 7:
{
  "formula": "CHN5O2",
  "method": "ωB97M-V/def2-TZVPD",
  "symbols": ["O", "O", "N", "N", "N", "N", "N", "C", "H"],
  "coordinates": [[2.272188, -0.970639, -0.368679], [2.200792, 1.185965, 0.264202], [-1.644447, -0.426381, -0.030679], [-0.476969, -1.110144, 0.312462], [-0.310833, 1.113749, -0.130232], [-1.633544, 0.906493, -0.297518], [1.770854, 0.064445, -0.098710], [0.379473, -0.065377, 0.137454], [-2.557517, -0.698114, 0.211700]],
  "forces_ev_per_angstrom": [[2.5, -1.1, -1.2], [0.6, -2.6, -1.6], [0.4, 0.1, 0.5], [-0.8, 3.3, -1.6], [-0.8, 0.8, -1.3], [5.7, -3.3, 2.0], [-0.8, 2.3, 3.8], [-5.9, 2.1, -0.9], [-1.0, -1.6, 0.3]],
  "nbo_charge": [-0.30, -0.33, -0.18, -0.18, -0.24, 0.02, 0.50, 0.29, 0.41],
  "relative_energy_kcal_mol": 53.84,
  "total_energy_ev": -12592.4266,
  "smiles": "O=[N+]([O-])c1nn[nH]n1",
  "e_homo_ha": -0.4196,
  "gap_ev": 10.2
}

---

Entry 8:
{
  "formula": "CHNO",
  "method": "ωB97M-V/def2-TZVPD",
  "symbols": ["O", "N", "C", "H"],
  "coordinates": [[-0.910009, 0.379502, 0.049493], [1.603774, -0.629164, 0.100563], [0.156830, 0.916803, -0.074227], [-0.850596, -0.667142, -0.075829]],
  "forces_ev_per_angstrom": [[-2.6, -4.4, -0.5], [-2.2, 1.9, -0.4], [5.1, 0.3, 0.2], [-0.3, 2.1, 0.7]],
  "nbo_charge": [-0.65, -0.33, 0.45, 0.53],
  "relative_energy_kcal_mol": 205.29,
  "total_energy_ev": -4581.8242,
  "e_homo_ha": [-0.3261, -0.3255],
  "gap_ev": [8.1, 8.1]
}